[1]
C32H26I2N2P2PdS2Se | ωB97M-V with the def2-TZVPD basis set

Geometry as XYZ:
```
68
Properties=species:S:1:pos:R:3:mulliken_charge:R:1
Pd -4.337 -16.718 -4.843 0.36
S -3.991 -17.569 -2.359 -0.22
P -5.170 -19.023 -3.050 2.28
C -6.060 -18.263 -4.495 -2.25
P -6.356 -18.523 -6.265 2.26
S -5.858 -16.689 -6.986 -0.19
C -8.063 -18.787 -6.652 0.59
C -8.992 -19.044 -5.626 0.19
C -10.343 -19.264 -5.948 -1.01
C -10.670 -19.106 -7.281 -0.42
C -9.720 -18.804 -8.315 -0.76
C -8.395 -18.605 -8.028 -0.82
C -5.465 -19.910 -6.924 0.48
C -4.222 -19.817 -7.559 -0.75
C -3.429 -20.929 -7.783 -0.80
C -3.988 -22.216 -7.459 -0.32
C -5.229 -22.307 -6.928 -0.86
C -5.969 -21.145 -6.649 -0.07
C -6.366 -19.460 -1.918 0.99
C -7.495 -20.072 -2.404 -0.67
C -8.474 -20.578 -1.556 -0.96
C -8.335 -20.437 -0.182 -0.55
C -7.154 -19.875 0.322 -0.61
C -6.117 -19.348 -0.508 -1.10
C -4.261 -20.539 -3.460 0.93
C -2.839 -20.444 -3.768 -0.91
C -2.144 -21.611 -3.841 -0.87
C -2.734 -22.850 -3.709 -0.56
C -4.065 -22.985 -3.557 -0.87
C -4.801 -21.816 -3.334 -0.43
H -8.646 -19.109 -4.618 0.01
H -11.197 -19.422 -5.221 0.38
H -11.692 -19.338 -7.565 0.41
H -10.116 -18.475 -9.306 0.36
H -7.637 -18.334 -8.699 0.56
H -3.935 -18.824 -7.901 0.67
H -2.422 -20.824 -8.095 0.59
H -3.416 -23.149 -7.664 0.36
H -5.463 -23.303 -6.609 0.46
H -7.045 -21.176 -6.317 0.28
H -7.662 -20.217 -3.464 0.60
H -9.459 -20.993 -1.941 0.36
H -9.055 -20.816 0.574 0.41
H -7.031 -19.811 1.417 0.43
H -5.145 -18.985 -0.106 0.39
H -2.418 -19.493 -3.841 0.80
H -1.114 -21.450 -4.006 0.50
H -2.036 -23.643 -4.017 0.38
H -4.592 -23.911 -3.465 0.54
H -5.846 -21.965 -3.276 0.45
I -1.486 -17.833 -6.290 0.20
C -1.094 -15.789 -6.649 -0.86
I -2.693 -14.585 -5.918 0.20
H -0.944 -15.464 -7.676 0.43
H -0.213 -15.400 -6.099 0.41
Se -7.102 -16.621 -4.046 0.93
N -5.822 -15.451 -3.693 -0.78
C -5.826 -15.137 -2.419 0.50
C -4.879 -14.211 -1.773 -0.70
C -5.077 -14.086 -0.484 -0.44
C -6.171 -14.782 0.270 -0.38
C -7.108 -15.716 -0.360 -0.42
C -6.849 -15.864 -1.696 1.17
N -7.618 -16.657 -2.343 -0.69
H -3.968 -14.085 -2.387 0.28
H -4.546 -13.488 0.194 0.48
H -6.014 -14.710 1.397 0.33
H -7.480 -16.630 0.151 0.33
```

Net charge: +2
Multiplicity: 5
Relative energy (zero: lowest compared OMol25 entry of this formula, charge and spin) (kcal per mole): 69.3
HOMO-LUMO gap (alpha / beta) (Ha): 0.2366 / 0.1438
DFT total energy (hartree): -5947.53577

[2]
C32H26MgN9S3 | ωB97M-V with the def2-TZVPD basis set

Geometry as XYZ:
```
71
Properties=species:S:1:pos:R:3:mulliken_charge:R:1
Mg 0.003 -0.009 -0.041 1.57
C 0.641 2.963 0.302 -0.94
N -0.321 2.085 0.984 1.70
C -0.228 2.293 2.432 -1.60
C -1.703 2.349 0.586 -0.02
C -2.170 3.650 0.564 -0.49
C -3.469 3.945 0.183 -1.02
C -4.289 2.896 -0.193 -1.07
C -3.839 1.589 -0.152 -1.15
C -2.539 1.245 0.272 0.89
N -1.959 0.005 0.385 1.05
C -2.558 -1.229 0.322 0.90
C -3.885 -1.558 -0.024 -1.02
C -4.357 -2.858 -0.020 -1.14
C -3.536 -3.915 0.332 -0.99
C -2.219 -3.633 0.652 -0.58
C -1.729 -2.341 0.629 0.09
N -0.331 -2.095 0.984 1.67
C 0.598 -2.983 0.267 -0.90
C -0.190 -2.319 2.425 -1.61
H 0.556 4.009 0.620 0.43
H 0.477 2.904 -0.773 0.20
H 1.660 2.629 0.524 0.22
H -0.590 3.289 2.710 0.44
H 0.809 2.213 2.763 0.58
H -0.843 1.551 2.944 0.19
H -1.508 4.470 0.820 0.25
H -3.820 4.969 0.158 0.37
H -5.290 3.090 -0.557 0.36
H -4.508 0.847 -0.540 0.28
H -4.570 -0.808 -0.364 0.09
H -5.380 -3.041 -0.325 0.38
H -3.904 -4.933 0.343 0.37
H -1.561 -4.460 0.901 0.25
H 0.506 -4.029 0.583 0.43
H 1.628 -2.664 0.461 0.20
H 0.404 -2.918 -0.801 0.21
H -0.527 -3.324 2.704 0.44
H -0.801 -1.593 2.966 0.21
H 0.855 -2.225 2.724 0.59
S -0.932 1.476 -2.444 -0.44
C -1.736 0.012 -2.848 0.60
S -0.958 -1.459 -2.407 -0.46
C -2.992 0.011 -3.456 0.53
C -3.684 -1.189 -3.762 0.01
N -4.283 -2.136 -4.042 -0.71
C -3.668 1.211 -3.795 0.01
N -4.254 2.159 -4.101 -0.72
S 7.787 -0.004 -0.083 0.09
N 6.738 -0.002 1.157 -0.72
C 5.531 -0.004 0.628 0.76
C 4.293 -0.003 1.365 0.73
C 4.245 0.002 2.759 -0.75
C 3.019 0.003 3.381 -1.40
C 1.874 -0.001 2.587 -1.25
N 1.895 -0.006 1.266 0.14
C 3.085 -0.007 0.640 -0.78
C 3.080 -0.010 -0.813 -0.49
N 1.885 -0.014 -1.423 0.13
C 1.849 -0.017 -2.744 -0.36
C 3.002 -0.014 -3.539 -1.00
C 4.231 -0.010 -2.931 -0.80
C 4.289 -0.009 -1.535 0.63
C 5.528 -0.006 -0.802 0.87
N 6.739 -0.007 -1.325 -0.73
H 5.171 0.004 3.318 0.51
H 2.932 0.007 4.458 0.49
H 0.896 0.001 3.046 0.97
H 0.868 -0.023 -3.198 0.30
H 2.904 -0.016 -4.615 0.48
H 5.156 -0.008 -3.493 0.52
```

Net charge: -1
Relative energy (zero: lowest compared OMol25 entry of this formula, charge and spin) (kcal per mole): 12.3
HOMO-LUMO gap (Ha): 0.1637
DFT total energy (hartree): -3122.67877

[3]
C32H27BN5O2P2SSe2Sr | ωB97M-V with the def2-TZVPD basis set

Geometry as XYZ:
```
73
Properties=species:S:1:pos:R:3:mulliken_charge:R:1
Sr 2.245 -2.882 0.783 1.96
Se -0.840 4.398 0.149 -0.31
P -1.508 2.501 0.809 1.05
C -2.090 2.602 2.527 0.58
C -1.153 2.772 3.543 -0.45
C -1.570 2.931 4.852 -0.63
C -2.926 2.927 5.158 -0.45
C -3.860 2.762 4.150 -0.70
C -3.443 2.599 2.834 -0.43
C -2.956 1.890 -0.113 0.19
C -3.231 0.526 -0.144 -0.33
C -4.339 0.060 -0.838 -0.71
C -5.182 0.954 -1.484 -0.44
C -4.917 2.316 -1.438 -0.69
C -3.800 2.784 -0.764 -0.45
C -0.371 1.124 0.836 0.83
C 0.582 0.578 -0.038 -1.14
N 0.932 -0.599 0.517 0.32
N 0.249 -0.771 1.645 -0.51
N -0.544 0.247 1.859 -0.24
P 1.398 0.921 -1.627 -0.05
Se 4.864 -1.413 -0.446 -0.44
C -0.003 0.933 -2.822 0.12
C -1.014 1.892 -2.877 0.20
C -2.047 1.769 -3.793 -0.82
C -2.096 0.682 -4.656 -0.52
C -1.098 -0.278 -4.609 -0.60
C -0.054 -0.145 -3.703 -0.60
C 1.851 2.686 -1.460 0.40
C 2.397 3.117 -0.252 -0.52
C 2.848 4.417 -0.103 -0.52
C 2.771 5.309 -1.164 -0.45
C 2.259 4.881 -2.380 -0.56
C 1.812 3.576 -2.530 -0.24
H -0.097 2.767 3.304 0.34
H -0.835 3.048 5.639 0.37
H -3.250 3.045 6.185 0.35
H -4.918 2.749 4.382 0.39
H -4.177 2.458 2.051 0.30
H -2.578 -0.173 0.364 0.50
H -4.537 -1.003 -0.873 0.45
H -6.044 0.587 -2.028 0.36
H -5.572 3.015 -1.946 0.39
H -3.558 3.840 -0.746 0.38
H -0.985 2.746 -2.207 0.46
H -2.829 2.517 -3.820 0.42
H -2.914 0.584 -5.360 0.37
H -1.127 -1.131 -5.277 0.41
H 0.733 -0.890 -3.670 0.43
H 2.445 2.433 0.587 0.33
H 3.248 4.739 0.850 0.35
H 3.112 6.330 -1.044 0.35
H 2.200 5.567 -3.216 0.37
H 1.411 3.258 -3.484 0.39
S 7.275 -3.506 -0.932 -0.38
C 5.843 -2.916 -0.530 -0.01
B -2.121 -5.818 1.552 -0.05
C -0.803 -4.960 1.334 -0.05
N 0.155 -4.332 1.174 -0.60
H -2.237 -6.569 0.601 -0.14
H -1.992 -6.443 2.588 -0.15
H -3.060 -5.048 1.619 -0.15
O 2.997 -4.764 -0.596 -0.86
C 3.775 -5.198 0.273 0.96
C 4.758 -6.327 0.038 -0.68
C 5.439 -6.461 1.391 -0.23
C 4.754 -5.397 2.258 0.07
O 5.010 -5.222 3.434 -0.73
N 3.840 -4.693 1.518 -0.47
H 5.435 -6.017 -0.758 0.19
H 4.217 -7.216 -0.291 0.30
H 6.504 -6.231 1.355 0.18
H 5.317 -7.437 1.862 0.26
```

Net charge: -2
Multiplicity: 2
Relative energy (zero: lowest compared OMol25 entry of this formula, charge and spin) (kcal per mole): 0.0
HOMO-LUMO gap (alpha / beta) (Ha): 0.1799 / 0.2487
DFT total energy (hartree): -7599.43100